ORCA calculation (ωB97M-V/def2-TZVPD) on a structure of composition ClH3NPS in a non-equilibrium geometry.

Geometry as XYZ:
```
7
Properties=species:S:1:pos:R:3
N 0.399 -0.108 -0.718
P -0.921 0.416 0.255
S 1.784 -0.276 0.273
Cl -2.459 -0.213 -0.889
H 0.744 0.487 -1.463
H -0.758 -0.758 1.130
H 1.210 0.453 1.412
```

Output
E_HOMO ... -8.95 eV
DFT total energy ... -1256.2645 Eh
LUMO level ... 0.44 eV
2S+1 ... 1
Total charge ... 0
Frontier orbital gap ... 9.40 eV


ORCA calculation (ωB97M-V/def2-TZVPD) on the molecule ClH3O2SSi in a non-equilibrium geometry.

Geometry as XYZ:
```
8
Properties=species:S:1:pos:R:3
O 1.966 -1.138 -0.145
O 0.072 0.627 0.358
Si -1.409 0.014 -0.093
S 1.749 -0.146 0.833
Cl 2.623 1.545 -0.014
H -2.379 1.044 -0.322
H -0.877 -0.824 -1.391
H -1.746 -1.121 0.773
```

Output
E_HOMO ... -10.30 eV
DFT total energy ... -1300.1032 Eh
LUMO level ... -0.64 eV
2S+1 ... 1
Total charge ... 0
Frontier orbital gap ... 9.66 eV


ORCA calculation (ωB97M-V/def2-TZVPD) on a cluster of 2 separate species, ClH4N in total in a non-equilibrium geometry.

Geometry as XYZ:
```
6
Properties=species:S:1:pos:R:3
N 0.204 0.392 -0.559
H -0.413 -0.381 -0.353
H 0.020 1.077 -1.277
H 0.922 -0.231 -0.902
H 0.564 0.813 0.285
Cl -1.297 -1.671 2.806
```

Output
E_HOMO ... -6.95 eV
DFT total energy ... -517.2644 Eh
LUMO level ... -1.45 eV
2S+1 ... 1
Total charge ... 0
Frontier orbital gap ... 5.50 eV


ORCA calculation (ωB97M-V/def2-TZVPD) on a cluster of 2 separate species, ClH4N2OP in total in a non-equilibrium geometry.

Geometry as XYZ:
```
9
Properties=species:S:1:pos:R:3
N 0.116 -0.358 -1.273
P 0.007 0.428 0.126
O 1.107 1.360 0.163
H 1.025 -0.243 -1.678
H -0.490 -1.032 -1.654
N -2.806 1.947 -0.045
Cl -3.300 0.320 0.037
H -2.908 2.831 0.543
H -2.473 2.274 -1.034
```

Output
E_HOMO ... -9.29 eV
DFT total energy ... -988.6523 Eh
LUMO level ... 0.28 eV
SMILES ... NP=O.NCl
2S+1 ... 1
Total charge ... 0
Frontier orbital gap ... 9.58 eV


ORCA calculation (ωB97M-V/def2-TZVPD) on a cluster of 2 separate species, ClH4N2OP in total in a non-equilibrium geometry.

Geometry as XYZ:
```
9
Properties=species:S:1:pos:R:3
N -0.992 -1.236 -0.691
N -1.448 0.957 0.699
O -0.792 0.901 -2.061
P -0.983 0.410 -0.702
Cl 3.888 0.015 1.263
H -0.312 -1.517 -1.397
H -0.888 -1.730 0.194
H 2.934 0.238 2.048
H -1.408 1.962 0.647
```

Output
E_HOMO ... -10.56 eV
DFT total energy ... -988.7293 Eh
LUMO level ... 0.02 eV
2S+1 ... 1
Total charge ... 0
Frontier orbital gap ... 10.58 eV


ORCA calculation (ωB97M-V/def2-TZVPD) on the molecule ClH4N2OP in a non-equilibrium geometry.

Geometry as XYZ:
```
9
Properties=species:S:1:pos:R:3
N 1.109 0.056 1.003
P 0.226 0.727 -0.334
O -1.134 1.208 0.493
N -0.455 -0.754 -1.144
Cl -1.552 -0.351 -2.471
H 0.750 -0.397 1.827
H 2.180 -0.033 0.964
H -1.532 0.611 1.176
H 0.409 -1.068 -1.514
```

Output
E_HOMO ... -9.09 eV
DFT total energy ... -988.6881 Eh
LUMO level ... 0.61 eV
SMILES ... NP(O)NCl
2S+1 ... 1
Total charge ... 0
Frontier orbital gap ... 9.70 eV


What did the sixth record say?
ORCA calculation (ωB97M-V/def2-TZVPD) on the molecule ClH4N2OP in a non-equilibrium geometry.

Geometry as XYZ:
```
9
Properties=species:S:1:pos:R:3
N 1.109 0.056 1.003
P 0.226 0.727 -0.334
O -1.134 1.208 0.493
N -0.455 -0.754 -1.144
Cl -1.552 -0.351 -2.471
H 0.750 -0.397 1.827
H 2.180 -0.033 0.964
H -1.532 0.611 1.176
H 0.409 -1.068 -1.514
```

Output
E_HOMO ... -9.09 eV
DFT total energy ... -988.6881 Eh
LUMO level ... 0.61 eV
SMILES ... NP(O)NCl
2S+1 ... 1
Total charge ... 0
Frontier orbital gap ... 9.70 eV


The lowest LUMO level belongs to which entry? ClH4N


Repeat the fourth record exactly.
ORCA calculation (ωB97M-V/def2-TZVPD) on a cluster of 2 separate species, ClH4N2OP in total in a non-equilibrium geometry.

Geometry as XYZ:
```
9
Properties=species:S:1:pos:R:3
N 0.116 -0.358 -1.273
P 0.007 0.428 0.126
O 1.107 1.360 0.163
H 1.025 -0.243 -1.678
H -0.490 -1.032 -1.654
N -2.806 1.947 -0.045
Cl -3.300 0.320 0.037
H -2.908 2.831 0.543
H -2.473 2.274 -1.034
```

Output
E_HOMO ... -9.29 eV
DFT total energy ... -988.6523 Eh
LUMO level ... 0.28 eV
SMILES ... NP=O.NCl
2S+1 ... 1
Total charge ... 0
Frontier orbital gap ... 9.58 eV